This record from the Open Molecules 2025 dataset describes a cluster of 6 separate species, C31H62BF3NO16P in total. The level of theory is wB97M-V/def2-TZVPD.

Atoms and positions in Å:
C: -5.125 1.305 -1.188
C: -3.854 1.414 -0.299
O: -3.095 2.581 -0.527
C: -2.442 2.596 -1.787
C: -0.927 2.633 -1.653
C: -0.392 1.339 -0.972
C: 0.752 1.622 -0.003
C: 1.308 0.350 0.655
B: 0.388 -0.263 1.768
C: 0.530 -1.806 2.117
C: -0.673 -2.669 1.715
C: -1.010 -2.645 0.256
F: -1.345 -1.521 -0.384
C: -1.005 -3.749 -0.453
F: -0.701 -3.803 -1.701
F: -1.388 -4.886 0.052
P: -0.937 0.775 2.713
N: -0.323 2.189 3.146
H: -5.163 0.293 -1.589
H: -6.002 1.506 -0.586
H: -5.074 1.992 -2.028
H: -3.274 0.490 -0.386
H: -4.201 1.483 0.731
H: -2.751 3.512 -2.299
H: -2.749 1.776 -2.440
H: -0.494 2.705 -2.651
H: -0.617 3.501 -1.075
H: -1.223 0.950 -0.384
H: -0.090 0.592 -1.706
H: 1.558 2.122 -0.548
H: 0.398 2.354 0.723
H: 2.259 0.603 1.143
H: 1.526 -0.411 -0.098
H: 0.593 -1.878 3.213
H: 1.476 -2.209 1.759
H: -0.442 -3.706 1.942
H: -1.578 -2.443 2.287
H: -1.379 0.128 3.897
H: -2.072 1.009 1.888
H: -0.363 2.305 4.154
C: -1.468 -6.133 3.333
C: -2.458 -6.874 4.205
O: -1.839 -7.334 5.414
C: -1.709 -6.418 6.375
O: -2.071 -5.269 6.317
O: -1.098 -6.991 7.414
C: -0.839 -6.107 8.506
H: -0.586 -6.753 3.167
H: -1.896 -5.859 2.369
H: -1.125 -5.220 3.822
H: -2.814 -7.765 3.689
H: -3.330 -6.261 4.431
H: -1.745 -5.591 8.816
H: -0.068 -5.388 8.232
H: -0.479 -6.717 9.330
C: -0.432 1.588 -9.271
C: 0.363 2.224 -8.150
O: -0.357 2.160 -6.909
C: -0.287 0.993 -6.268
O: 0.328 0.019 -6.624
O: -1.025 1.086 -5.158
C: -1.088 -0.117 -4.391
H: -1.427 2.031 -9.332
H: 0.077 1.725 -10.225
H: -0.564 0.519 -9.099
H: 0.517 3.280 -8.363
H: 1.347 1.766 -8.048
H: -0.091 -0.496 -4.171
H: -1.669 -0.869 -4.924
H: -1.579 0.123 -3.452
C: 2.672 2.047 6.135
C: 2.558 0.901 5.154
O: 3.715 0.828 4.306
C: 4.783 0.233 4.837
O: 4.856 -0.252 5.938
O: 5.770 0.273 3.936
C: 7.004 -0.282 4.392
H: 2.874 2.980 5.606
H: 1.749 2.156 6.706
H: 3.493 1.885 6.834
H: 1.706 1.068 4.496
H: 2.397 -0.048 5.668
H: 6.862 -1.289 4.780
H: 7.446 0.358 5.155
H: 7.671 -0.324 3.535
C: -4.273 4.948 5.565
C: -3.432 3.763 5.139
O: -2.872 3.087 6.277
C: -3.692 2.246 6.908
O: -4.831 1.998 6.604
O: -3.030 1.726 7.947
C: -3.808 0.840 8.754
H: -3.696 5.611 6.212
H: -4.611 5.509 4.694
H: -5.148 4.625 6.129
H: -2.587 4.103 4.542
H: -4.003 3.067 4.524
H: -4.272 0.063 8.149
H: -4.568 1.398 9.299
H: -3.129 0.377 9.465
C: 4.768 1.379 -13.509
C: 5.553 2.001 -12.373
O: 4.826 1.932 -11.139
C: 4.884 0.758 -10.504
O: 5.490 -0.217 -10.866
O: 4.139 0.850 -9.399
C: 4.059 -0.364 -8.647
H: 3.775 1.827 -13.575
H: 5.286 1.525 -14.457
H: 4.632 0.309 -13.350
H: 5.714 3.060 -12.568
H: 6.534 1.537 -12.264
H: 5.049 -0.758 -8.425
H: 3.470 -1.101 -9.190
H: 3.555 -0.137 -7.711

Its HOMO energy is -0.30094 Eh. Its SMILES is CCOCCCCCB(CCC(F)=C(F)F)[PH2]=N.CCOC(=O)OC.CCOC(=O)OC.CCOC(=O)OC.CCOC(=O)OC.CCOC(=O)OC. Its total charge is 0. Its frontier orbital gap is 8.10 eV. For the calculated total energy, the calculation gives -3142.7227 a.u. The calculation puts the LUMO energy at -0.1 eV.

=====

This record from the Open Molecules 2025 dataset describes a cluster of 2 separate species, C23H44BrF3I2N6O4P2 in total. The level of theory is wB97M-V/def2-TZVPD.

Atoms and positions in Å:
C: -6.987 2.796 0.651
C: -5.881 2.258 1.557
O: -4.796 3.173 1.521
C: -3.566 2.589 1.881
C: -2.430 3.456 1.376
C: -1.925 3.255 -0.081
O: -0.861 2.383 -0.315
C: -0.862 1.111 0.346
N: -0.280 1.264 1.682
C: 0.043 0.133 -0.468
C: -0.082 0.420 -1.983
C: -1.475 0.559 -2.606
N: -2.491 -0.335 -2.044
C: 1.505 0.582 -0.124
C: 2.593 0.103 -1.125
C: 3.847 -0.334 -0.350
Br: 3.176 1.554 -2.305
N: -0.074 -1.282 -0.001
C: -0.188 -2.306 -1.039
C: 0.090 -3.716 -0.432
C: 0.704 -4.572 -1.494
F: -0.091 -5.372 -2.241
C: 2.022 -4.533 -1.748
F: 2.979 -4.442 -0.813
F: 2.553 -4.585 -2.986
C: -0.929 -1.588 1.073
I: -3.080 -1.774 0.842
C: -0.493 -1.861 2.312
C: -1.349 -2.208 3.495
I: 1.560 -1.888 2.774
P: -3.403 3.114 -1.230
N: -4.268 1.792 -1.207
P: -1.142 4.919 -0.531
N: -0.023 4.740 -1.597
O: -0.668 5.614 0.837
O: -2.300 5.803 -1.198
H: -7.402 2.009 0.035
H: -6.550 3.530 -0.016
H: -7.763 3.278 1.233
H: -6.239 2.202 2.586
H: -5.596 1.276 1.189
H: -3.515 2.594 2.977
H: -3.520 1.539 1.590
H: -2.796 4.478 1.449
H: -1.625 3.405 2.096
H: -1.878 0.744 0.431
H: 0.146 2.175 1.766
H: -1.009 1.190 2.377
H: 0.481 -0.266 -2.603
H: 0.394 1.383 -2.122
H: -1.762 1.600 -2.580
H: -1.361 0.335 -3.670
H: -3.395 0.025 -2.333
H: -2.417 -1.212 -2.547
H: 1.564 1.665 -0.134
H: 1.819 0.167 0.816
H: 2.277 -0.761 -1.692
H: 3.584 -0.917 0.525
H: 4.452 0.532 -0.113
H: 4.437 -0.981 -0.997
H: 0.553 -2.179 -1.814
H: -1.177 -2.366 -1.491
H: -0.873 -4.147 -0.170
H: 0.770 -3.655 0.408
H: -1.900 -3.119 3.283
H: -0.742 -2.383 4.372
H: -2.075 -1.430 3.706
H: -2.894 3.315 -2.529
H: -4.195 4.218 -0.883
H: -3.877 1.117 -0.559
H: 0.864 5.077 -1.241
H: -0.390 6.507 0.603
H: -1.992 5.979 -2.096
C: 8.161 -4.730 0.783
C: 6.678 -4.713 0.433
C: 6.215 -3.367 -0.135
C: 6.420 -2.287 0.830
N: 6.589 -1.450 1.594
H: 8.395 -4.003 1.562
H: 8.454 -5.712 1.155
H: 8.774 -4.504 -0.091
H: 6.093 -4.951 1.323
H: 6.471 -5.491 -0.303
H: 5.155 -3.406 -0.385
H: 6.766 -3.126 -1.046

Its HOMO energy is -0.31845 Eh. Its SMILES is CCOCC[C@@](O[C@H](N)[C@@](CCN)(C[C@H](C)Br)N(CCC(F)=C(F)F)/C(I)=C(/C)I)([PH2]=N)P(=N)(O)O.CCCC#N. Its total charge is 0. Its frontier orbital gap is 8.71 eV. For the calculated total energy, the calculation gives -5683.8421 a.u. The calculation puts the LUMO energy at 0.0 eV.

=====

This record from the Open Molecules 2025 dataset describes a structure of composition C22H51F3N5O3RuS2Si2Te. The level of theory is wB97M-V/def2-TZVPD.

Atoms and positions in Å:
Ru: -1.424 0.403 -0.034
C: -4.267 2.112 0.895
C: -3.015 2.981 1.063
N: -1.942 2.183 1.651
C: -2.184 1.753 3.028
C: -1.857 0.263 3.205
N: -2.411 -0.553 2.121
C: -3.875 -0.682 2.138
C: -4.465 -0.356 0.758
N: -3.895 0.870 0.220
H: -4.715 1.877 1.862
H: -5.006 2.672 0.317
H: -2.685 3.309 0.072
H: -3.244 3.869 1.667
H: -1.066 2.698 1.596
H: -1.576 2.323 3.738
H: -3.228 1.934 3.282
H: -0.770 0.146 3.176
H: -2.220 -0.066 4.188
H: -1.995 -1.481 2.169
H: -4.176 -1.699 2.407
H: -4.291 -0.011 2.892
H: -4.209 -1.165 0.065
H: -5.559 -0.299 0.838
H: -4.113 0.943 -0.772
O: 0.413 -0.275 -1.788
S: 1.261 0.904 -2.234
C: 2.918 0.178 -2.511
C: 3.372 0.818 -3.805
C: 2.203 0.663 -4.774
C: 0.948 1.104 -4.032
H: 2.797 -0.901 -2.597
H: 3.552 0.408 -1.656
H: 4.279 0.350 -4.186
H: 3.581 1.876 -3.644
H: 2.124 -0.378 -5.093
H: 2.357 1.276 -5.660
H: 0.057 0.538 -4.287
H: 0.729 2.161 -4.173
C: 4.085 2.056 4.330
Si: 3.661 1.313 2.627
C: 4.073 2.442 1.150
C: 4.443 -0.421 2.463
C: 1.715 1.194 2.700
Te: 1.194 0.030 1.008
C: 1.144 -1.820 2.120
Si: 0.704 -3.260 0.936
C: -0.978 -2.927 0.072
C: 2.086 -3.230 -0.371
C: 0.580 -4.857 1.956
H: 5.158 2.181 4.415
H: 3.761 1.411 5.141
H: 3.626 3.031 4.467
H: 5.067 2.249 0.758
H: 4.049 3.485 1.452
H: 3.352 2.326 0.341
H: 5.526 -0.335 2.462
H: 4.150 -0.932 1.548
H: 4.181 -1.054 3.307
H: 1.318 2.197 2.593
H: 1.392 0.749 3.635
H: 0.471 -1.738 2.970
H: 2.139 -1.980 2.518
H: -1.094 -1.851 -0.179
H: -1.829 -3.226 0.680
H: -1.040 -3.488 -0.857
H: 2.104 -2.263 -0.870
H: 1.963 -4.003 -1.122
H: 3.059 -3.387 0.084
H: -0.221 -4.822 2.689
H: 1.503 -5.059 2.490
H: 0.390 -5.704 1.307
F: 1.914 4.386 -1.133
C: 0.609 4.246 -1.387
F: 0.463 4.244 -2.717
F: -0.031 5.308 -0.895
C: 0.054 2.928 -0.748
O: 0.682 2.498 0.228
O: -0.964 2.451 -1.260
C: -3.086 -3.385 -4.828
N: -3.266 -2.337 -3.848
C: -2.300 -1.713 -3.189
N: -1.022 -2.040 -3.302
S: -2.784 -0.440 -2.157
H: -4.056 -3.819 -5.058
H: -2.442 -4.171 -4.431
H: -2.656 -2.992 -5.752
H: -4.195 -1.952 -3.751
H: -0.716 -2.773 -3.921
H: -0.338 -1.488 -2.773

Its HOMO energy (alpha / beta) is -0.50601 / -0.51506 Eh. The spin multiplicity is 2. Its total charge is +2. Its frontier orbital gap (alpha / beta) is 6.39 / 7.36 eV. As for the expectation value of S²: 0.97. For the calculated total energy, the calculation gives -3405.7769 a.u. The calculation puts the LUMO energy (alpha / beta) at -7.4 / -6.7 eV.

=====

What max |F| values result from the calculations? In sequence: 2.1, 2.6, 3.5 eV/A.